# 1
C5H6IN3S | the ωB97M-V functional and the def2-TZVPD basis

Positions of all 16 atoms, in Å:
C: 2.63 -0.42 0.13
C: 1.10 0.00 0.32
C: -0.08 -0.95 0.70
N: -1.20 0.01 0.69
N: -2.48 -0.52 0.97
C: -2.95 -0.97 -0.20
S: -3.25 -1.53 -1.74
C: -0.83 1.35 0.37
N: 0.59 1.37 0.12
H: 3.03 0.09 -0.82
H: 3.23 -0.04 1.03
H: 2.66 -1.56 0.01
H: -0.08 -2.07 0.89
H: -1.57 2.23 0.28
H: 1.13 2.20 -0.15
I: -1.92 0.81 -2.61

Total energy = -28682.762 eV
Net charge = 0
E_HOMO = -6.7397 eV
Orbital gap = 0.227 Eh
Maximum force = 7.3 eV/A

Here are the Mulliken charges for atoms 1 to 8, given in e: -0.92 0.33 -0.17 0.63 -1.08 0.37 -0.10 -0.29

***

# 2
C5H6INO | the ωB97M-V functional and the def2-TZVPD basis

Positions of all 14 atoms, in Å:
C: 1.53 1.40 -1.01
C: 0.29 1.15 -0.45
C: 2.63 0.87 -0.30
C: 0.41 0.16 0.66
C: -0.28 -1.19 0.27
N: 1.82 -0.11 0.83
O: 3.83 0.91 -0.29
I: 2.81 -1.07 2.28
H: 1.67 2.23 -1.78
H: -0.64 1.61 -0.80
H: -0.08 0.50 1.60
H: -0.05 -1.60 -0.66
H: -1.26 -1.06 0.31
H: 0.05 -1.79 1.10

Total energy = -16915.295 eV
Net charge = 0
ΔE to the lowest compared entry with this formula, charge and spin = 13.4 kcal per mole
E_HOMO (spin up / spin down) = -5.3849 / -8.9707 eV
2S+1 = 3
Orbital gap (spin up / spin down) = 0.158 / 0.232 Eh
Maximum force = 4.5 eV/A

Here are the Mulliken charges for atoms 1 to 8, given in e: -0.52 -0.63 0.47 0.40 -1.32 -0.20 -0.57 0.31